# 1
{
  "formula": "C34H50Cl10N6",
  "method": "the ωB97M-V functional and the def2-TZVPD basis",
  "e_homo_ev": -8.4,
  "total_energy_ev": -170232.752,
  "multiplicity": 1,
  "lumo_energy_ev": 0.40,
  "symbols": ["C", "C", "C", "N", "C", "H", "H", "H", "H", "H", "C", "C", "C", "N", "C", "H", "H", "H", "H", "H", "C", "C", "C", "N", "C", "H", "H", "H", "H", "H", "C", "C", "C", "N", "C", "H", "H", "H", "H", "H", "C", "C", "C", "N", "C", "H", "H", "H", "H", "H", "C", "C", "C", "N", "C", "H", "H", "H", "H", "H", "Cl", "C", "C", "Cl", "H", "H", "H", "H", "Cl", "C", "C", "Cl", "H", "H", "H", "H", "Cl", "C", "C", "Cl", "H", "H", "H", "H", "Cl", "C", "C", "Cl", "H", "H", "H", "H", "Cl", "C", "C", "Cl", "H", "H", "H", "H"],
  "positions_angstrom": [[-2.469478, -2.979984, -3.175348], [-3.363698, -2.161293, -2.376725], [-2.584948, -1.153275, -1.802204], [-1.295822, -1.331108, -2.249687], [-1.225100, -2.406698, -3.057463], [-2.613178, -3.919199, -3.636259], [-4.426766, -2.381151, -2.177136], [-2.757159, -0.386623, -1.104665], [-0.539103, -0.746453, -1.896369], [-0.334814, -2.661556, -3.601556], [3.198717, 0.764494, 3.633328], [3.595557, -0.546549, 3.274891], [4.411466, -0.461604, 2.164048], [4.606643, 0.865414, 1.909674], [3.799810, 1.628036, 2.739121], [2.487001, 1.017562, 4.444931], [3.277768, -1.410076, 3.757942], [4.917165, -1.173452, 1.586217], [5.087471, 1.091861, 1.084725], [3.903360, 2.678744, 2.691167], [1.813374, -1.475428, -5.119799], [1.108689, -0.393357, -4.488595], [1.827899, 0.771009, -4.806737], [2.971792, 0.373927, -5.391007], [2.902280, -0.987980, -5.662964], [1.669074, -2.504488, -4.983094], [0.169064, -0.471356, -4.062372], [1.693687, 1.806331, -4.573868], [3.774241, 0.940157, -5.709020], [3.680018, -1.428560, -6.262280], [-4.834826, 2.273332, 1.693620], [-3.904954, 2.944886, 2.537796], [-2.927412, 2.068228, 2.846435], [-3.183643, 0.891750, 2.137204], [-4.288911, 1.033221, 1.398351], [-5.700885, 2.690834, 1.268876], [-3.955518, 3.910550, 3.004155], [-2.161100, 2.020436, 3.650852], [-2.651359, 0.000961, 2.297366], [-4.718145, 0.215852, 0.828154], [-4.098887, -4.210609, 2.913485], [-4.676887, -3.075768, 2.285143], [-4.097719, -2.900338, 1.094056], [-3.135806, -3.820386, 0.981061], [-3.138769, -4.639635, 2.061185], [-4.236483, -4.749217, 3.851530], [-5.474350, -2.493929, 2.615867], [-4.235580, -2.158516, 0.310103], [-2.428827, -3.823680, 0.318026], [-2.436144, -5.460689, 2.228377], [5.732142, 1.144885, -1.291505], [6.231749, 2.038625, -0.340367], [5.340654, 3.078924, -0.217611], [4.259629, 2.717188, -0.968770], [4.434044, 1.512828, -1.618035], [6.187768, 0.277778, -1.743762], [7.132489, 1.889192, 0.277705], [5.327307, 3.979661, 0.396190], [3.339968, 3.179730, -1.015381], [3.672617, 0.952721, -2.148913], [0.845720, 1.434279, -0.827747], [1.403158, 0.911841, 0.711050], [0.293561, 0.517364, 1.579495], [-0.428074, -1.116761, 1.210869], [1.834915, 1.748232, 1.138875], [2.114091, 0.116931, 0.581536], [-0.517510, 1.281938, 1.582506], [0.515890, 0.432772, 2.637599], [0.555167, 4.110803, 1.718429], [-0.502776, 5.214626, 0.822976], [-0.299782, 5.220016, -0.654356], [1.377702, 5.502796, -1.132935], [-0.267638, 6.138564, 1.261022], [-1.585749, 4.861804, 0.962195], [-0.969121, 5.975025, -1.141422], [-0.543966, 4.246344, -1.121820], [-4.558405, 1.673323, -5.633258], [-3.279396, 1.270477, -4.510596], [-3.367449, 2.349039, -3.431490], [-1.901618, 2.297070, -2.484179], [-2.358967, 1.208460, -5.087921], [-3.450826, 0.271272, -4.140893], [-4.243524, 2.083723, -2.747725], [-3.588947, 3.293698, -3.979955], [-0.786453, -0.062220, 5.188760], [-1.524960, -1.581982, 4.550818], [-0.454051, -2.630042, 4.561993], [-0.313187, -3.489518, 6.147740], [-1.691030, -1.375150, 3.534647], [-2.406724, -1.767131, 5.186684], [0.520499, -2.272002, 4.204990], [-0.747294, -3.344364, 3.854476], [3.696626, -2.575182, -0.580638], [2.572161, -3.083663, 0.721923], [1.338162, -3.587578, 0.010427], [0.232594, -4.317886, 1.173874], [2.330514, -2.270024, 1.366198], [3.008029, -3.940332, 1.247679], [1.643276, -4.361113, -0.689239], [0.848214, -2.831654, -0.592649]],
  "forces_ev_per_a": [[0.082, 1.526, 1.353], [0.302, -0.330, 0.315], [0.102, -1.787, -1.289], [-0.308, 1.023, 0.874], [-0.040, -0.635, -0.669], [-0.557, -0.523, -0.608], [0.798, 0.342, -0.198], [-0.516, 0.767, 0.639], [-0.179, -0.326, -0.451], [0.253, -0.087, 0.215], [-0.543, 0.508, 0.199], [0.144, 0.832, -1.017], [-0.477, 1.254, 1.605], [-1.642, -1.155, 1.110], [1.137, -1.116, -0.027], [0.773, -0.086, -0.680], [-0.390, -1.413, 0.689], [0.488, -0.927, -0.553], [0.583, 1.121, -0.975], [-0.293, 0.849, 0.053], [-1.848, 0.205, 1.817], [1.806, 1.004, -1.806], [-0.677, -1.151, 1.456], [1.418, -0.445, -1.890], [2.960, 1.881, -0.982], [-0.694, -1.180, -0.179], [-1.463, 0.173, 0.783], [-0.304, 0.221, 0.202], [-1.205, -0.339, 0.370], [0.100, -0.217, 0.210], [1.391, -0.215, -0.511], [-0.616, 0.227, 0.375], [1.236, -2.031, 0.653], [2.219, -0.894, 1.314], [-1.741, 0.288, 0.087], [-0.877, 0.337, -0.442], [-0.325, 0.250, -0.128], [-0.593, 0.403, -0.992], [-0.963, 1.465, -0.544], [0.236, 0.205, 0.067], [0.134, -0.380, 0.578], [-0.972, -0.511, 1.330], [0.376, 1.409, -1.283], [0.309, -1.191, 0.255], [1.009, -0.751, 0.346], [-0.512, 0.664, -0.206], [-1.174, 0.759, 0.685], [-0.051, -0.269, 0.372], [1.190, -0.040, -1.557], [-0.245, 0.444, -0.459], [-1.134, -1.305, -0.684], [1.741, 0.654, 0.505], [-0.603, -0.388, 0.204], [-2.383, 0.168, -0.717], [1.533, 0.685, 0.862], [0.237, -0.116, 0.443], [-0.367, 0.394, -0.777], [0.045, -0.438, -0.269], [0.970, -0.012, 0.256], [0.045, 0.553, -0.096], [-0.548, 0.284, -1.932], [-0.124, -1.440, 0.157], [-2.218, 0.154, 1.397], [0.092, 0.671, -0.198], [1.180, 1.461, 0.971], [0.522, -0.241, -0.037], [0.339, -0.686, -0.480], [0.764, -0.039, -0.008], [0.155, -0.529, 0.082], [-1.844, -1.520, -0.259], [-0.660, -0.635, -1.329], [0.478, 0.401, -0.159], [-0.262, 1.411, 0.449], [1.516, 0.741, 0.248], [0.719, -0.452, 0.536], [-0.035, 0.499, 0.524], [-0.889, -0.124, -0.917], [0.167, -0.103, 0.124], [-1.697, -0.823, -0.400], [0.579, 0.417, 0.487], [0.186, 0.530, 0.264], [-0.163, -0.216, 0.360], [1.190, 0.587, -0.911], [0.637, -0.341, 0.987], [-0.134, 0.394, 0.171], [0.979, 0.522, 1.758], [0.149, -0.158, 0.754], [0.159, 0.445, -0.513], [-0.876, 0.156, -1.159], [0.416, -0.210, -0.700], [-0.266, 0.154, 0.551], [-0.471, -1.415, -0.875], [0.043, 0.192, 0.282], [-0.201, -1.118, -0.823], [0.535, -0.323, -0.757], [-0.351, -0.173, 0.193], [0.183, 0.640, 0.496], [0.147, 0.498, 0.061], [-0.079, -0.206, 0.066], [-0.242, 0.237, 0.303]]
}



# 2
{
  "formula": "C34H50FIN2O6P",
  "method": "the ωB97M-V functional and the def2-TZVPD basis",
  "e_homo_ev": -11.1,
  "total_charge": 1,
  "total_energy_ev": -71436.053,
  "multiplicity": 1,
  "lumo_energy_ev": -2.33,
  "symbols": ["C", "C", "C", "F", "C", "C", "C", "C", "C", "C", "C", "C", "C", "C", "C", "C", "C", "C", "O", "N", "C", "C", "C", "C", "C", "C", "C", "C", "C", "C", "O", "O", "C", "C", "C", "I", "N", "P", "O", "O", "H", "H", "H", "H", "H", "H", "H", "H", "H", "H", "H", "H", "H", "H", "H", "H", "H", "H", "H", "H", "H", "H", "H", "H", "H", "H", "H", "H", "H", "H", "H", "H", "H", "H", "H", "H", "H", "H", "H", "H", "H", "H", "C", "C", "C", "O", "C", "H", "H", "H", "H", "H", "H", "H", "H"],
  "positions_angstrom": [[3.401879, -2.346297, 2.808562], [3.666739, -3.202985, 1.557022], [3.768940, -2.424891, 0.248367], [3.819921, -3.296792, -0.832462], [2.764988, -1.316931, 0.028606], [2.745752, -0.607772, -1.354562], [3.808861, 0.492336, -1.381023], [3.810270, 1.260638, -2.716357], [3.831705, 2.772835, -2.639099], [3.971235, 3.521340, -1.475319], [3.983756, 4.917123, -1.494745], [3.876662, 5.607224, -2.695549], [3.765803, 4.865847, -3.867559], [3.727122, 3.478402, -3.846530], [1.253346, -0.183393, -1.505824], [0.666136, -1.166555, -2.584509], [-0.339301, -0.365716, -3.476788], [-1.487223, -1.178961, -4.018779], [-1.424522, -1.628560, -5.134532], [-2.603929, -1.437398, -3.217805], [-3.336531, -0.280290, -2.759733], [-3.179018, 0.999643, -3.285245], [-3.898488, 2.064121, -2.757053], [-4.797108, 1.892940, -1.710081], [-4.986608, 0.607160, -1.212173], [-4.262469, -0.453128, -1.734010], [0.582424, -0.274305, -0.103664], [0.909816, 0.933866, 0.807335], [1.223961, 2.258014, 0.104311], [0.025945, 2.823233, -0.630514], [-1.003597, 3.085005, -0.104880], [0.158065, 2.984434, -1.975647], [-0.938263, -0.415753, -0.231594], [-1.675309, -0.593829, 1.139049], [-2.467920, 0.659115, 1.567492], [-2.914643, -2.349592, 1.289992], [1.338720, -1.493394, 0.450612], [0.427320, -3.119807, 0.391905], [0.630667, -3.704411, 1.885805], [1.180552, -4.070424, -0.674146], [4.254837, -2.418840, 3.476692], [3.272958, -1.281439, 2.612323], [2.550869, -2.706886, 3.381418], [2.964602, -4.025612, 1.432359], [4.635715, -3.676134, 1.691927], [4.741020, -1.927363, 0.252555], [3.172926, -0.525058, 0.659593], [3.105000, -1.393406, -2.018856], [3.701316, 1.118583, -0.497628], [4.777927, 0.002964, -1.270866], [4.704638, 0.967462, -3.266020], [2.976720, 0.900679, -3.321353], [4.092523, 3.044056, -0.512239], [4.079143, 5.474592, -0.574159], [3.891253, 6.685058, -2.710471], [3.709986, 5.376372, -4.819527], [3.634812, 2.929074, -4.773816], [1.174015, 0.762080, -2.028024], [1.439492, -1.492477, -3.268562], [0.094169, -1.982850, -2.143298], [0.180627, 0.094906, -4.310552], [-0.766258, 0.438470, -2.881521], [-3.218890, -2.025097, -3.772799], [-2.500027, 1.178322, -4.107831], [-3.747844, 3.047454, -3.181022], [-5.332320, 2.732128, -1.293938], [-5.681643, 0.448618, -0.400372], [-4.426579, -1.439350, -1.327455], [0.073899, 1.145120, 1.469214], [1.757594, 0.730822, 1.466828], [2.039724, 2.206216, -0.603768], [1.475879, 2.984560, 0.875282], [1.016833, 3.382905, -2.187824], [-1.249018, -1.215683, -0.894697], [-1.322267, 0.502983, -0.674324], [-0.907724, -0.735710, 1.900563], [-1.821309, 1.264940, 2.200228], [-2.834081, 1.226018, 0.720034], [-3.278879, 0.346278, 2.220464], [1.340857, -1.312603, 1.463918], [-0.134527, -4.284445, 2.030454], [1.651721, -3.612005, -1.386504], [-5.294089, -2.235265, 6.545412], [-3.769551, -2.172661, 6.518424], [-3.512069, -1.586779, 5.137394], [-4.622005, -0.741495, 4.837092], [-5.669857, -0.969912, 5.786999], [-5.715134, -2.267540, 7.548489], [-5.640725, -3.116924, 6.001597], [-3.410467, -1.489160, 7.291013], [-3.286079, -3.137118, 6.667179], [-3.463599, -2.368731, 4.371863], [-2.590784, -1.000599, 5.090276], [-5.720060, -0.105925, 6.457207], [-6.620927, -1.055685, 5.261748]],
  "forces_ev_per_a": [[0.123, -0.246, 0.151], [0.198, -0.086, -0.159], [0.269, 0.006, 0.333], [-0.225, -0.200, -0.127], [0.815, 1.453, -0.123], [0.198, -0.596, 1.435], [0.029, -0.301, -0.248], [0.397, -0.093, 0.548], [-0.316, 0.326, -0.443], [0.076, 0.114, 0.179], [-0.075, 0.072, -0.325], [0.030, -0.619, 0.198], [-0.068, 0.038, -0.234], [0.047, 0.183, 0.399], [1.030, -1.654, -1.596], [-1.438, 1.301, -0.153], [-0.349, 0.074, 0.975], [0.304, -0.052, -0.612], [0.129, -0.539, -0.419], [-0.129, 0.841, -0.229], [-0.268, 0.164, 0.665], [0.020, -0.156, 0.038], [-0.035, 0.218, 0.075], [0.305, -0.424, -0.219], [0.121, 0.362, -0.156], [-0.087, -0.237, 0.125], [0.115, 0.503, -1.680], [0.303, 0.288, 0.057], [-0.222, 0.156, -0.265], [0.283, 0.131, -0.288], [-0.794, -0.164, 0.497], [0.114, 0.374, -0.089], [-0.707, -0.598, 0.904], [0.535, 0.726, -0.195], [0.102, -0.845, 0.457], [-0.065, 0.083, -0.115], [0.683, -0.284, 1.646], [-3.334, -0.212, -1.652], [1.191, -0.018, -0.444], [0.881, 0.544, 0.926], [0.064, 0.105, 0.080], [-0.057, 0.049, -0.054], [-0.149, 0.032, -0.110], [-0.158, 0.139, 0.089], [0.042, -0.184, -0.124], [-0.002, 0.195, -0.142], [-0.328, -0.111, 0.456], [-0.615, 0.272, -0.735], [-0.049, 0.210, -0.093], [0.073, 0.016, 0.126], [0.016, -0.067, -0.113], [-0.122, 0.281, -0.114], [0.040, -0.070, -0.007], [0.047, -0.066, 0.115], [0.006, 0.096, -0.061], [-0.044, 0.020, -0.029], [-0.012, -0.013, -0.080], [0.013, 0.470, 0.647], [0.172, -0.472, 0.263], [0.374, -0.367, -0.041], [0.015, -0.046, -0.145], [0.080, 0.110, 0.091], [0.027, -0.227, 0.136], [-0.016, 0.023, -0.085], [0.008, 0.041, 0.008], [-0.050, 0.071, -0.021], [-0.050, -0.135, 0.025], [0.093, -0.152, -0.003], [-0.099, -0.161, 0.030], [0.064, -0.127, -0.035], [0.179, -0.178, 0.191], [0.092, 0.055, 0.048], [0.155, -0.305, -0.109], [0.174, -0.050, -0.141], [0.168, 0.133, -0.086], [-0.156, -0.403, 0.183], [0.001, 0.370, -0.216], [-0.107, 0.079, -0.023], [-0.246, 0.206, -0.077], [0.008, -0.356, 0.025], [-0.071, 0.150, 0.294], [0.196, -0.285, -0.020], [-0.009, -0.105, -0.109], [0.010, 0.119, 0.100], [-0.056, -0.101, -0.096], [0.040, -0.022, -0.002], [0.019, 0.118, 0.113], [0.011, 0.023, 0.006], [-0.016, 0.006, 0.012], [0.011, -0.009, -0.005], [-0.017, -0.011, -0.022], [0.079, -0.043, 0.090], [-0.021, 0.045, -0.024], [-0.050, -0.025, 0.027], [0.035, 0.024, -0.067]]
}